Entry 1:
{"formula": "C39H97NO25P6", "method": "ωB97M-V/def2-TZVPD", "de_lowest_kj_mol": 0.0, "e_lumo_ev": 0.220, "energy_ha": -5528.69402, "largest_force_ev_per_a": 1.87, "smiles": "CCOP(=O)(OCC)OCC.CCOP(=O)(OCC)OCC.CCOP(=O)(OCC)OCC.CCOP(=O)(OCC)OCC.CCOP(=O)(OCC)OCC.CCOP(=O)(OCC)OCC.CN(C)C=O", "orbital_gap_ev": 9.51, "symbols": ["P", "P", "P", "P", "P", "P", "O", "O", "O", "O", "O", "O", "O", "O", "O", "O", "O", "O", "O", "O", "O", "O", "O", "O", "O", "O", "O", "O", "O", "O", "O", "N", "C", "C", "C", "C", "C", "C", "C", "C", "C", "C", "C", "C", "C", "C", "C", "C", "C", "C", "C", "C", "C", "C", "C", "C", "C", "C", "C", "C", "C", "C", "C", "C", "C", "C", "C", "C", "C", "C", "C", "H", "H", "H", "H", "H", "H", "H", "H", "H", "H", "H", "H", "H", "H", "H", "H", "H", "H", "H", "H", "H", "H", "H", "H", "H", "H", "H", "H", "H", "H", "H", "H", "H", "H", "H", "H", "H", "H", "H", "H", "H", "H", "H", "H", "H", "H", "H", "H", "H", "H", "H", "H", "H", "H", "H", "H", "H", "H", "H", "H", "H", "H", "H", "H", "H", "H", "H", "H", "H", "H", "H", "H", "H", "H", "H", "H", "H", "H", "H", "H", "H", "H", "H", "H", "H", "H", "H", "H", "H", "H", "H", "H", "H", "H", "H", "H", "H"], "positions_angstrom": [[-8.357573, -5.131777, -27.455617], [-8.265697, -12.757373, -32.823993], [-10.062658, -14.751730, -22.317278], [-4.677164, -5.386847, -20.238826], [-14.673937, -7.067131, -28.089921], [-6.436971, -5.777345, -32.261759], [-6.869709, -4.638079, -27.786239], [-3.613784, -6.551293, -19.952957], [-9.183567, -13.674454, -33.515566], [-6.073993, -6.411227, -33.667823], [-8.851820, -11.885109, -31.637916], [-7.022588, -6.953808, -31.358365], [-8.835113, -7.991166, -23.810415], [-7.635418, -11.573535, -33.713246], [-8.607361, -4.519406, -26.010252], [-7.756342, -4.930578, -32.507787], [-4.431412, -4.660773, -21.502173], [-11.488129, -14.094317, -22.602190], [-6.058603, -6.151614, -20.121035], [-15.680341, -5.900167, -27.695161], [-10.078173, -16.210798, -22.174523], [-6.907284, -13.411483, -32.214172], [-15.437272, -8.390912, -27.609874], [-5.331075, -5.032567, -31.660822], [-9.307900, -4.249424, -28.397152], [-4.617221, -4.504757, -18.914312], [-14.235226, -7.105743, -29.486668], [-9.141301, -14.129005, -23.447375], [-9.483931, -13.984504, -21.038688], [-13.505030, -6.918746, -27.011505], [-8.551575, -6.575443, -27.610086], [-8.280493, -9.879570, -24.982721], [-9.785477, -3.938638, -24.038858], [-5.622352, -6.269439, -26.396884], [-9.816834, -4.843658, -25.265916], [-16.384537, -5.890952, -26.467658], [-7.936786, -10.356369, -26.327454], [-7.140656, -6.911833, -34.489345], [-10.035809, -5.501338, -30.323094], [-6.073594, -7.953198, -30.974617], [-7.105554, -11.912643, -34.992920], [-13.773853, -14.966924, -22.609148], [-6.778920, -14.833201, -32.078135], [-7.211874, -8.230842, -20.224479], [-8.674931, -8.603257, -24.856362], [-7.567279, -14.774578, -25.085378], [-16.438409, -9.024802, -28.384539], [-5.624408, -3.515433, -18.659305], [-9.142060, -4.388358, -29.813408], [-7.908956, -15.559221, -31.345575], [-2.214925, -6.233861, -19.861953], [-12.387108, -9.098145, -26.741213], [-5.645384, -12.357602, -34.940652], [-9.864091, -12.651268, -20.703484], [-12.278785, -7.654612, -27.211774], [-6.463214, -7.171052, -21.043403], [-9.554953, -12.488826, -30.528061], [-9.072069, -14.704954, -24.760924], [-5.759431, -2.440114, -19.706590], [-15.847695, -9.833281, -29.554322], [-6.552590, -7.904497, -35.508654], [-6.678867, -9.134577, -30.243028], [-1.422267, -6.903684, -20.972353], [-5.776363, -5.556435, -27.745875], [-9.116911, -3.419064, -33.808306], [-8.152667, -10.826272, -23.891495], [-16.835730, -4.470800, -26.160803], [-8.808230, -12.078862, -29.271517], [-7.748067, -3.693776, -33.193671], [-8.728536, -11.953618, -20.003862], [-12.635576, -14.403788, -21.815512], [-9.254407, -2.352744, -33.986108], [-5.453398, -3.060060, -17.685781], [-8.541915, -12.339128, -19.003043], [-7.183631, -11.002727, -35.590243], [-6.402053, -7.011477, -26.223513], [-5.658903, -7.533195, -21.684718], [-8.762880, -8.121751, -25.844224], [-6.947534, -9.945102, -26.547899], [-17.249469, -6.555628, -26.567453], [-0.361397, -6.951090, -20.731321], [-1.562947, -6.487281, -21.965937], [-2.026167, -5.156984, -19.884845], [-7.716742, -12.657896, -35.508483], [-8.136680, -7.843286, -19.795665], [-4.773200, -2.036389, -19.970992], [-12.700777, -9.223514, -25.708150], [-8.805005, -11.678731, -24.123428], [-9.556659, -15.680341, -24.798076], [-11.481398, -7.070180, -26.757227], [-10.680564, -4.111313, -23.439998], [-15.523491, -9.098263, -30.291027], [-5.893822, -9.730734, -29.777205], [-10.088353, -5.571551, -31.411558], [-1.804944, -7.929457, -20.969494], [-9.143786, -4.000262, -34.731700], [-5.301901, -7.458101, -30.376278], [-14.999490, -10.432996, -29.235630], [-11.083813, -5.312861, -30.068416], [-5.542414, -13.324436, -34.446403], [-16.627796, -10.445121, -30.006471], [-7.153715, -6.643191, -21.708144], [-17.325022, -4.406884, -25.189158], [-7.835859, -12.500744, -29.027910], [-7.483452, -15.184555, -26.099997], [-13.029860, -9.706309, -27.379550], [-7.083523, -15.469963, -24.406169], [-6.083057, -2.739265, -20.704983], [-8.625395, -9.932107, -27.055659], [-6.321014, -1.564141, -19.384291], [-9.742669, -6.476876, -29.940885], [-4.861454, -5.016162, -27.975368], [-1.962550, -6.580068, -18.859382], [-9.566844, -13.574198, -30.631451], [-9.996302, -3.711204, -33.233455], [-12.914164, -13.504864, -21.260420], [-12.081672, -7.627853, -28.286911], [-7.899708, -11.440713, -26.375506], [-6.759587, -15.202358, -33.107038], [-13.920651, -14.471095, -23.578181], [-7.132979, -13.780479, -25.144371], [-8.776959, -15.523644, -32.003683], [-7.288298, -9.776695, -30.881995], [-5.009382, -11.666291, -34.391621], [-16.925660, -9.760512, -27.737708], [-7.573797, -6.084276, -35.049944], [-9.681005, -5.878404, -24.944787], [-5.983050, -8.673495, -34.989730], [-5.875423, -6.313418, -28.525933], [-5.839673, -15.139043, -31.619910], [-16.008138, -3.760186, -26.169790], [-5.320838, -12.519763, -35.969910], [-9.482998, -12.278077, -28.429984], [-7.165816, -11.288123, -23.980732], [-12.378490, -15.157099, -21.063183], [-5.545769, -5.503390, -25.630587], [-10.630776, -4.629961, -25.961300], [-5.901119, -7.335712, -36.169292], [-8.115919, -4.614930, -30.113767], [-8.451938, -10.493563, -22.905518], [-17.529879, -4.097136, -26.915925], [-7.372607, -8.877080, -29.436641], [-7.847026, -12.021905, -20.648925], [-10.576498, -12.118140, -30.545493], [-5.530552, -8.290569, -31.865541], [-7.662476, -16.583464, -31.074590], [-11.403334, -9.541549, -26.931987], [-10.748897, -12.714260, -20.063721], [-7.009884, -3.644247, -34.000922], [-8.701402, -10.992692, -29.268294], [-7.386156, -8.357634, -36.042359], [-9.538824, -14.022016, -25.476317], [-7.899758, -7.431120, -33.904649], [-8.815992, -10.868719, -19.908399], [-8.871548, -4.162581, -23.493728], [-9.809299, -2.888694, -24.329628], [-8.148227, -15.056343, -30.404889], [-7.438935, -2.902710, -32.503232], [-6.560168, -4.069114, -18.539068], [-7.678781, -8.913094, -20.945845], [-15.794425, -6.270294, -25.628365], [-10.095962, -12.114327, -21.628856], [-6.560786, -8.751311, -19.530043], [-4.759329, -6.927379, -26.541670], [-17.226602, -8.333790, -28.694918], [-13.522179, -15.980434, -22.928024], [-9.345207, -3.411590, -30.253849], [-14.755323, -14.850453, -22.155535]], "atomic_forces_ev_per_a": [[0.4, 1.0, 0.0], [1.0, 0.7, -0.2], [0.1, 0.2, 0.9], [0.6, -0.2, -0.8], [0.1, -0.2, 0.4], [0.0, 0.6, 0.6], [-0.9, 0.1, 0.1], [-0.7, 0.6, -0.2], [0.5, 0.1, 0.4], [-0.1, 0.0, 0.0], [0.0, -0.2, -0.7], [-0.6, 0.2, -0.5], [-0.2, -0.3, 0.0], [-0.7, -0.7, 0.9], [0.4, -0.1, -0.8], [-0.1, -1.0, 0.0], [-0.2, -0.4, 0.7], [0.3, 0.1, -0.6], [1.0, 0.5, 0.6], [0.9, -0.1, -0.8], [0.1, 0.5, -0.2], [-0.9, -0.1, 0.5], [0.5, 0.4, 0.4], [0.1, -0.2, -0.2], [0.9, -0.1, 0.8], [0.1, -0.1, -0.2], [-0.3, 0.3, 0.2], [-0.7, -0.1, 0.2], [-0.1, -0.8, -0.3], [-0.8, 0.0, -0.1], [-0.2, -0.6, 0.1], [-0.5, -0.3, 0.0], [-0.5, -0.2, -0.6], [0.1, -0.2, -1.2], [0.9, 0.5, 0.1], [-0.7, 0.2, 0.9], [0.5, 0.9, 0.5], [0.3, -0.9, -0.9], [-1.0, 0.2, -0.4], [1.1, -0.2, 0.2], [0.6, 0.2, -0.7], [0.0, 0.1, -1.9], [-0.3, -1.3, -0.8], [-0.4, 0.0, -1.6], [0.4, 0.5, 0.1], [-1.2, -0.7, -1.0], [-0.3, -1.5, -0.4], [-1.3, -0.1, 0.1], [0.0, -0.5, -0.9], [-0.2, 0.8, -0.1], [0.4, 0.6, 0.0], [0.6, -0.1, -0.6], [-0.5, -0.6, 0.1], [-0.3, 0.6, -0.2], [-0.3, -0.2, -0.7], [-1.4, 0.4, 0.0], [1.2, -0.2, 0.0], [1.3, 0.5, -0.3], [1.2, 0.8, -1.1], [-0.4, 1.4, -0.1], [-0.2, 0.8, 0.8], [-0.8, 0.0, 0.1], [-0.6, -1.0, 0.6], [0.2, -1.1, 0.3], [0.1, -0.3, -0.1], [-0.2, -1.2, -1.1], [0.0, 0.2, -0.4], [-1.2, 0.7, 0.8], [-0.1, 1.3, 0.0], [0.8, 0.3, -0.2], [-0.2, -0.2, 1.3], [0.3, 0.0, -0.4], [0.6, -0.2, 0.0], [0.2, -0.2, -0.1], [0.0, 0.0, 0.1], [-0.5, 0.5, 0.2], [0.2, -0.2, 0.5], [-0.1, 0.2, 0.0], [0.1, -0.4, -0.3], [0.0, 0.1, 0.0], [0.0, 0.2, 0.0], [-0.2, 0.3, 0.1], [-0.4, 0.0, 0.0], [-0.1, -0.1, 0.3], [0.5, 0.5, 0.6], [0.1, -0.1, 0.4], [0.2, 0.1, 0.1], [-0.2, 0.1, 0.1], [0.1, 0.0, 0.1], [-0.1, -0.2, 0.4], [0.2, -0.2, 0.2], [0.3, -0.3, -0.2], [0.1, 0.0, -0.2], [0.6, 0.1, 0.0], [0.3, -0.1, -0.3], [-0.4, 0.3, -0.2], [-0.2, -0.1, 0.2], [-0.1, -0.1, 0.1], [0.1, 0.0, 0.4], [-0.1, 0.0, 0.1], [0.1, -0.1, 0.1], [-0.1, -0.4, -0.1], [0.0, -0.2, 0.0], [0.0, -0.4, -0.6], [0.1, -0.1, 0.1], [-0.4, 0.3, 0.0], [0.3, 0.3, 0.1], [-0.5, -0.4, 0.3], [-0.1, -0.2, -0.1], [-0.3, -0.3, 0.3], [0.1, 0.1, 0.1], [-0.2, 0.4, 0.0], [0.5, -0.1, -0.2], [-0.2, 0.1, -0.1], [0.4, -0.2, 0.4], [0.0, 0.1, -0.2], [0.1, -0.1, 0.0], [-0.2, 0.0, 0.0], [0.1, -0.3, 0.1], [0.4, 0.4, 0.2], [0.1, 0.0, 0.5], [-0.2, -0.3, 0.3], [0.3, 0.0, -0.3], [0.0, 0.2, -0.3], [0.1, 0.3, 0.3], [-0.2, 0.1, 0.2], [-0.6, -0.1, -0.2], [0.0, -0.1, -0.1], [-0.3, 0.1, -0.1], [0.3, 0.9, 0.1], [0.2, -0.2, 0.1], [0.2, 0.3, 0.0], [0.2, -0.2, 0.1], [0.2, 0.3, 0.8], [0.2, 0.1, 0.0], [0.2, -0.4, 0.4], [-0.4, -0.4, 0.4], [0.0, -0.3, -0.2], [0.1, 0.0, 0.6], [0.4, 0.6, -0.1], [-0.1, -0.2, 0.0], [0.2, 0.6, 0.0], [0.2, -0.5, 0.3], [0.0, 0.1, 0.1], [-0.2, -0.2, 0.0], [0.2, -0.1, -0.3], [0.1, 0.0, 0.5], [0.0, 0.1, -0.2], [0.1, -0.4, 0.1], [0.1, 0.0, -0.1], [0.1, 0.0, -0.2], [-0.3, -0.1, 0.2], [0.0, 0.3, 0.3], [-0.8, -0.1, 0.0], [-0.1, 0.1, 0.2], [0.2, 0.0, -0.1], [0.1, 0.0, 0.0], [-0.2, -0.2, 0.2], [-0.1, 0.1, -0.1], [0.6, -0.4, -0.1], [0.3, 0.0, -0.3], [-0.2, 0.0, 0.2], [-0.1, 0.0, 0.2], [0.5, 0.5, 0.5], [0.3, 0.2, -0.2], [-0.4, -0.2, 0.5], [-0.3, -0.1, 0.1], [0.2, -0.5, 0.5]]}

***

Entry 2:
{"formula": "C28H32AsN2O2P2SZn", "method": "ωB97M-V/def2-TZVPD", "de_lowest_kj_mol": 228.1, "total_charge": -1, "e_lumo_ev": 2.198, "energy_ha": -6442.08390, "largest_force_ev_per_a": 4.02, "orbital_gap_ev": 5.86, "symbols": ["As", "Zn", "S", "P", "P", "O", "O", "N", "N", "C", "C", "C", "C", "C", "C", "C", "C", "C", "C", "C", "C", "C", "C", "C", "C", "C", "C", "C", "C", "C", "C", "C", "C", "C", "C", "C", "C", "H", "H", "H", "H", "H", "H", "H", "H", "H", "H", "H", "H", "H", "H", "H", "H", "H", "H", "H", "H", "H", "H", "H", "H", "H", "H", "H", "H", "H", "H", "H", "H"], "positions_angstrom": [[9.928195, 15.842958, 8.278862], [6.134875, 8.948959, 4.856192], [6.581303, 7.086519, 3.923604], [11.384491, 8.802784, 11.039091], [12.326878, 10.994529, 9.133822], [6.605227, 10.534322, 6.160427], [5.073116, 10.674568, 4.764737], [11.775689, 10.506428, 10.635718], [5.752092, 11.260084, 5.640019], [11.230920, 7.913846, 15.014314], [14.727872, 9.850133, 10.145167], [9.164411, 8.000282, 9.762255], [12.388193, 8.565863, 7.549711], [11.520059, 9.026917, 12.909461], [10.421973, 7.766200, 6.497689], [14.826674, 11.094655, 8.161320], [9.583283, 8.772830, 10.821175], [8.596732, 9.232748, 11.692155], [11.703319, 9.726888, 7.925218], [12.379029, 9.860724, 13.537242], [9.143486, 14.207229, 8.808558], [16.112621, 9.782855, 10.149266], [12.566084, 9.892639, 14.916882], [11.098357, 11.542773, 11.351209], [8.383183, 16.908795, 8.582369], [6.855515, 8.144684, 10.468972], [9.706300, 8.882645, 6.878021], [11.761011, 7.586741, 6.794673], [14.058008, 10.631514, 9.218475], [9.728027, 15.586890, 6.361576], [7.812348, 7.779000, 9.512332], [16.236154, 11.081458, 8.135701], [16.860058, 10.384906, 9.141762], [10.946873, 8.006393, 13.622551], [12.083002, 8.864229, 15.643508], [7.238462, 8.939507, 11.522680], [10.355674, 9.870658, 7.590443], [12.175719, 8.795121, 16.740584], [13.161943, 10.596248, 15.469931], [8.785939, 15.269726, 5.992487], [7.578657, 16.392334, 8.123103], [8.899905, 9.694824, 12.686450], [11.396187, 11.481225, 12.347159], [10.039305, 11.456157, 11.169678], [8.658934, 8.948990, 6.654495], [10.149375, 7.300215, 13.258373], [9.847492, 13.316056, 8.571619], [9.883305, 7.036529, 5.919937], [8.124458, 14.023161, 8.422460], [8.500064, 17.933434, 8.196340], [10.459123, 14.745256, 6.126171], [12.282153, 6.720343, 6.432650], [9.703383, 10.638262, 8.021202], [9.872053, 7.535997, 9.104611], [5.797264, 7.813967, 10.425378], [9.889368, 16.531322, 5.874063], [11.420176, 12.525484, 11.009862], [7.571930, 7.210885, 8.553358], [9.127926, 14.304019, 9.954267], [17.953679, 10.366608, 9.255475], [8.094438, 16.911231, 9.604948], [16.863616, 11.621652, 7.416400], [10.810382, 7.052567, 15.542224], [6.444241, 9.163087, 12.215249], [14.331987, 11.623120, 7.386533], [12.824108, 10.672864, 12.840755], [16.590261, 9.429591, 11.081645], [14.253012, 9.398183, 10.966344], [13.372781, 8.310675, 7.937025]], "atomic_forces_ev_per_a": [[1.3, 0.3, -0.5], [0.3, -1.6, -0.8], [-0.1, 0.6, 0.6], [0.6, 2.4, 0.7], [-0.7, 0.2, -1.3], [0.5, -0.3, 0.3], [-0.1, 0.3, 0.1], [0.1, -2.0, 0.0], [-0.6, 0.9, 0.0], [0.3, 0.0, -1.0], [0.8, 0.7, 0.2], [-0.9, -0.1, -0.7], [0.2, -0.2, 0.3], [-0.4, -1.8, -2.2], [-0.4, -0.4, -0.9], [1.3, 1.1, -0.1], [-0.4, -0.4, 0.9], [-0.1, 0.8, 2.3], [0.1, 0.0, 1.0], [1.6, 3.5, -1.1], [0.6, -2.2, 1.9], [0.2, 0.2, 0.6], [0.9, 0.1, -0.5], [-0.5, 0.7, -1.2], [-0.2, 0.9, -0.4], [-0.4, -0.3, -1.3], [0.6, 0.0, 0.0], [-0.5, 0.7, 0.1], [1.3, -1.4, -1.1], [1.4, -1.0, 0.0], [-0.4, -1.3, -1.0], [-0.7, -0.4, -0.1], [1.1, -0.1, 1.1], [-1.3, -1.3, 3.0], [-2.4, -2.3, 1.0], [0.7, -0.5, 0.1], [-0.5, 0.0, 0.3], [0.3, 0.1, -0.7], [0.3, 0.6, -0.5], [-1.2, -0.5, 0.2], [-0.9, -0.2, -0.9], [-0.3, -0.3, -1.5], [-0.5, 0.2, 1.7], [-0.7, 0.2, 0.5], [-0.3, 0.1, -0.1], [1.2, 0.8, -0.1], [-1.2, 1.4, 0.3], [-0.1, -0.4, -0.2], [0.5, 0.1, 0.2], [-0.2, -0.4, 0.2], [-0.6, 1.4, -0.2], [0.2, -0.3, 0.1], [0.6, 0.3, -0.3], [0.4, 0.0, -0.3], [0.8, 0.3, -0.4], [0.8, 0.2, -0.5], [0.0, 0.0, -0.3], [0.0, 0.7, 1.6], [-0.3, -0.5, -1.5], [-0.5, 0.1, -0.3], [0.2, 0.3, 1.1], [-0.7, -0.3, 0.0], [0.1, 0.5, 0.1], [0.3, 0.5, 0.5], [-0.5, 0.6, -0.7], [-0.2, -1.5, 1.6], [-0.1, -0.3, -0.9], [-0.9, -0.4, 0.9], [0.1, 0.6, -0.2]]}